Molecular formula: CF3GdMgNO4S3
Method: DFT, ωB97M-V/def2-TZVPD

```
! wB97M-V def2-TZVPD RIJCOSX def2/J DEFGRID3
* xyz 1 8
Mg 1.789 -0.564 1.728
N -0.106 -0.593 2.106
S -1.182 0.123 1.367
O -0.798 1.242 0.377
C -1.901 -1.028 0.080
F -2.350 -2.140 0.645
F -0.939 -1.349 -0.795
F -2.895 -0.457 -0.591
Gd 0.823 1.531 -0.900
S 3.298 -0.244 -1.059
O 2.264 0.390 0.113
S 2.983 1.260 -2.499
O 1.366 1.187 -2.691
O -2.353 0.641 2.120
*
```

HOMO level (alpha / beta)	-0.475 / -0.473	Ha
<S²>	16.04
frontier orbital gap (alpha / beta)	7.092 / 4.785	eV
E	-2853.46171	hartree
max |F|	5.82	eV/Å